1.
Computed, not measured: an isolated molecule of C5H6O in a non-equilibrium geometry, with ωB97M-V/def2-TZVPD.

```
12
Properties=species:S:1:pos:R:3:lowdin_charge:R:1
C 1.449 1.361 0.004 -0.077
C 0.628 0.164 0.217 0.019
C -0.732 0.002 -0.300 -0.558
O -0.346 0.129 -1.602 -0.020
C -1.385 -1.280 0.037 -0.066
C -1.962 -2.295 0.307 0.120
H 1.885 1.720 0.944 0.093
H 0.879 2.120 -0.518 0.088
H 2.303 1.082 -0.622 0.097
H -1.310 0.811 0.135 0.142
H 1.067 -0.612 0.850 0.132
H -2.476 -3.203 0.548 0.029
```

The value obtained for the HOMO-LUMO gap (alpha / beta) is 0.343 / 0.300 Eh. Its charge is 0. The calculation puts the total energy at -7324.20643 eV. Its highest occupied orbital energy (alpha / beta) is -0.3625 / -0.3315 Ha. For the lowest unoccupied orbital energy (alpha / beta), the calculation gives -0.0195 / -0.0319 Ha. The value obtained for the energy above the lowest of the compared OMol25 structures with the same formula, charge and spin is 117.1 kcal/mol.

***

2.
Computed, not measured: a cluster of 16 separate species, C26H10Cl60INO2 in total in a non-equilibrium geometry, with ωB97M-V/def2-TZVPD.

```
100
Properties=species:S:1:pos:R:3:lowdin_charge:R:1
C -2.703 -0.105 1.730 -0.183
C -1.811 1.107 1.317 -0.776
I -2.950 2.889 0.836 0.802
C -0.791 0.744 0.160 -0.211
C 0.592 0.667 0.863 -0.157
C 1.311 1.888 1.105 0.005
C 2.562 1.851 1.795 -0.082
C 3.115 0.589 2.237 -0.144
C 2.364 -0.560 1.966 -0.079
C 1.093 -0.591 1.282 -0.056
C 0.537 -2.016 1.152 -0.405
O -0.523 -2.420 0.850 0.005
N 1.649 -2.832 1.563 0.163
C 2.616 -2.043 2.286 -0.391
O 3.405 -2.521 3.013 0.153
H -2.055 -0.971 1.992 0.044
H -3.446 -0.348 0.947 0.082
H -3.220 0.180 2.676 0.044
H -1.219 1.367 2.218 0.008
H -1.030 -0.223 -0.325 0.033
H -0.721 1.539 -0.608 0.078
H 0.912 2.865 0.777 0.125
H 3.114 2.785 2.002 0.096
H 4.068 0.482 2.757 0.046
H 2.114 -3.309 0.789 0.138
C -4.190 5.795 -2.133 -2.033
Cl -4.789 7.231 -2.980 0.487
Cl -4.452 5.988 -0.391 0.476
Cl -5.057 4.364 -2.705 0.498
Cl -2.460 5.599 -2.455 0.511
C -1.689 0.169 5.703 -2.001
Cl -2.105 1.881 5.877 0.488
Cl -3.171 -0.787 5.547 0.547
Cl -0.691 -0.045 4.255 0.608
Cl -0.786 -0.370 7.128 0.531
C -1.815 -5.616 -0.416 -2.008
Cl -2.603 -7.201 -0.337 0.527
Cl -0.066 -5.823 -0.579 0.493
Cl -2.406 -4.725 -1.824 0.476
Cl -2.173 -4.706 1.058 0.582
C -4.684 -6.059 -5.072 -2.038
Cl -4.277 -7.104 -6.443 0.524
Cl -6.419 -5.707 -5.093 0.525
Cl -4.265 -6.877 -3.561 0.493
Cl -3.771 -4.543 -5.193 0.498
C 3.818 -2.121 -2.888 -2.023
Cl 3.439 -0.978 -1.586 0.541
Cl 3.431 -3.768 -2.360 0.490
Cl 2.859 -1.723 -4.319 0.518
Cl 5.541 -2.019 -3.281 0.540
C 1.621 -7.177 -4.352 -2.028
Cl 0.138 -6.605 -3.578 0.488
Cl 2.399 -5.833 -5.205 0.512
Cl 2.716 -7.795 -3.106 0.498
Cl 1.237 -8.464 -5.507 0.531
C -0.953 -1.018 -3.535 -1.975
Cl -0.555 -2.086 -4.892 0.500
Cl -2.688 -0.662 -3.556 0.544
Cl -0.531 -1.822 -2.022 0.592
Cl -0.034 0.501 -3.655 0.485
C -4.541 3.273 -6.844 -2.022
Cl -3.483 2.321 -5.788 0.483
Cl -4.763 4.883 -6.145 0.509
Cl -3.804 3.419 -8.447 0.503
Cl -6.112 2.468 -6.993 0.528
C 5.112 -7.885 0.462 -2.027
Cl 4.346 -6.578 -0.462 0.431
Cl 4.906 -7.583 2.193 0.535
Cl 4.350 -9.426 0.035 0.529
Cl 6.837 -7.953 0.074 0.521
C 7.806 -3.810 1.277 -2.029
Cl 6.324 -4.521 0.616 0.473
Cl 8.581 -2.806 0.039 0.517
Cl 7.405 -2.813 2.681 0.529
Cl 8.912 -5.105 1.765 0.519
C -4.420 5.092 6.592 -2.036
Cl -4.969 6.528 5.715 0.525
Cl -4.706 5.311 8.325 0.525
Cl -5.313 3.674 6.020 0.517
Cl -2.687 4.854 6.305 0.488
C -4.707 11.350 -4.022 -2.045
Cl -5.303 12.788 -4.864 0.523
Cl -4.967 11.533 -2.281 0.521
Cl -5.582 9.922 -4.601 0.493
Cl -2.978 11.151 -4.344 0.521
C -0.850 0.612 -8.149 -2.009
Cl -2.551 0.110 -8.116 0.503
Cl -0.708 2.182 -8.958 0.511
Cl -0.240 0.756 -6.494 0.461
Cl 0.102 -0.596 -9.029 0.529
C 3.943 2.388 6.096 -1.984
Cl 2.497 1.978 7.031 0.515
Cl 4.142 4.149 6.050 0.515
Cl 5.371 1.639 6.843 0.515
Cl 3.759 1.776 4.438 0.667
C 3.748 4.801 10.212 -2.032
Cl 2.031 4.367 10.220 0.517
Cl 3.955 6.372 9.419 0.517
Cl 4.340 4.898 11.878 0.524
Cl 4.662 3.571 9.329 0.484
```

The value obtained for the HOMO-LUMO gap is 0.322 Eh. Its charge is 0. The calculation puts the total energy at -792150.36231 eV. Its highest occupied orbital energy is -0.3457 Ha. For the lowest unoccupied orbital energy, the calculation gives -0.0238 Ha.

***

3.
Computed, not measured: a cluster of 3 separate species, C6H14O2 in total in a non-equilibrium geometry, with ωB97M-V/def2-TZVPD.

```
22
Properties=species:S:1:pos:R:3:lowdin_charge:R:1
C 0.568 2.301 1.748 -0.053
C -0.049 0.970 2.114 -0.228
C -1.420 0.585 1.527 0.004
C -0.176 -0.109 1.126 -0.350
O 0.140 -1.328 1.059 0.039
H 1.641 2.291 1.937 0.084
H 0.415 2.518 0.688 0.069
H 0.113 3.112 2.319 0.081
H 0.110 0.671 3.146 0.148
H -1.871 1.248 0.800 0.118
H -2.127 0.067 2.157 0.116
C 0.116 -2.685 -2.097 -0.232
O -0.682 -1.899 -1.267 -0.253
H -0.183 -3.742 -2.041 0.067
H 1.189 -2.619 -1.860 0.073
H -0.025 -2.370 -3.145 0.072
H -0.310 -1.819 -0.184 0.087
C 0.510 0.539 -1.671 0.011
H 0.322 0.314 -0.441 0.068
H -0.320 0.257 -2.310 0.036
H 1.422 0.083 -2.026 0.033
H 0.616 1.614 -1.577 0.010
```

The value obtained for the HOMO-LUMO gap is 0.296 Eh. Its charge is 0. As for the structure (SMILES): C[C@H]1CC1=O.CO.C. The calculation puts the total energy at -10539.76370 eV. Its highest occupied orbital energy is -0.3233 Ha. For the lowest unoccupied orbital energy, the calculation gives -0.0274 Ha. The value obtained for the energy above the lowest of the compared OMol25 structures with the same formula, charge and spin is 111.9 kcal/mol.

***

4.
Computed, not measured: an isolated molecule of C9H10S in a non-equilibrium geometry, with ωB97M-V/def2-TZVPD.

```
20
Properties=species:S:1:pos:R:3:lowdin_charge:R:1
C -1.999 1.754 -0.169 -0.035
C -1.038 0.634 0.001 -0.285
C -1.058 -0.406 0.895 0.040
C 0.062 -1.334 0.595 -0.338
C 0.505 -2.547 1.193 -0.114
C 1.641 -2.965 0.575 -0.399
S 2.177 -1.902 -0.686 1.019
C 0.873 -0.901 -0.350 -0.433
C 0.092 0.629 -0.953 -0.175
C 1.091 1.802 -0.866 -0.062
H -2.750 1.775 -0.923 0.082
H -1.471 2.661 -0.233 0.065
H -2.488 1.659 0.732 0.053
H -1.861 -0.722 1.631 0.133
H -0.039 -3.108 1.916 0.101
H 2.205 -3.686 0.987 0.021
H -0.254 0.454 -1.902 0.103
H 1.540 1.854 0.189 0.118
H 0.791 2.745 -1.177 0.039
H 1.979 1.604 -1.454 0.066
```

The value obtained for the HOMO-LUMO gap is 0.322 Eh. Its charge is 0. As for the structure (SMILES): CC1=Cc2ccsc2[C@@H]1C. The calculation puts the total energy at -20327.99137 eV. Its highest occupied orbital energy is -0.2905 Ha. For the lowest unoccupied orbital energy, the calculation gives 0.0319 Ha. The value obtained for the energy above the lowest of the compared OMol25 structures with the same formula, charge and spin is 12.0 kcal/mol.

***

5.
Computed, not measured: a structure of composition C22H39F4N3PdSi2 in a non-equilibrium geometry, with ωB97M-V/def2-TZVPD.

```
71
Properties=species:S:1:pos:R:3:lowdin_spin:R:1
Pd 0.456 0.281 0.249 1.120
C 1.176 -0.385 4.147 0.001
C 1.166 1.048 3.580 0.005
N 0.206 1.341 2.500 0.089
C -1.210 1.250 3.009 0.001
C -1.847 -0.107 2.966 0.002
C 0.464 2.741 1.941 -0.001
C -0.259 3.151 0.687 0.014
N 0.199 2.287 -0.405 0.159
C -0.297 2.580 -1.662 0.012
C -0.058 1.687 -2.702 0.023
F 0.609 0.544 -2.452 0.033
C -0.649 1.824 -3.939 -0.002
F -0.404 0.830 -4.843 -0.003
C -1.525 2.840 -4.250 0.026
C -1.784 3.748 -3.254 -0.002
F -2.836 4.608 -3.317 -0.002
C -1.190 3.623 -2.005 0.024
F -1.406 4.559 -1.125 0.007
H 2.027 -0.524 4.773 0.000
H 1.177 -1.098 3.336 0.001
H 0.280 -0.584 4.870 0.000
H 2.163 1.315 3.285 0.000
H 1.006 1.788 4.421 0.004
H -1.827 1.989 2.539 0.000
H -1.121 1.528 4.047 0.002
H -2.006 -0.429 1.922 0.002
H -2.875 -0.027 3.421 0.000
H -1.331 -0.945 3.446 0.000
H 1.524 2.700 1.800 0.000
H 0.222 3.372 2.833 0.001
H -0.005 4.170 0.521 0.005
H -1.326 3.037 0.774 0.001
H -1.902 2.899 -5.313 0.001
C 3.774 1.275 -1.532 0.000
C 4.767 0.752 -0.544 0.000
C 4.115 0.324 0.708 0.000
N 3.699 -0.085 1.699 0.000
H 4.181 1.696 -2.423 0.000
H 3.138 2.046 -1.131 0.000
H 2.984 0.518 -1.809 0.001
H 5.533 1.465 -0.217 0.000
H 5.338 -0.145 -0.950 0.000
C 1.485 -2.358 -1.744 0.013
Si 0.566 -3.044 -0.220 0.053
C -0.380 -4.636 -0.632 0.021
C 1.751 -3.523 1.094 0.001
C -0.677 -1.661 0.232 0.283
Si -2.152 -1.308 -0.837 0.043
C -2.672 0.495 -0.615 0.012
C -3.703 -2.320 -0.332 0.010
C -1.685 -1.769 -2.608 0.000
H 2.046 -1.436 -1.425 0.006
H 0.906 -2.255 -2.650 0.000
H 2.301 -3.047 -1.969 0.001
H 0.161 -5.523 -0.130 0.002
H -0.470 -4.915 -1.615 0.001
H -1.454 -4.420 -0.249 0.001
H 2.525 -4.108 0.593 0.000
H 1.321 -4.226 1.872 0.000
H 2.399 -2.751 1.562 0.001
H -0.974 -1.899 1.251 0.019
H -3.487 0.432 0.104 0.001
H -3.037 0.866 -1.574 0.001
H -2.014 1.234 -0.200 0.001
H -4.190 -1.950 0.556 0.000
H -3.556 -3.332 -0.090 0.000
H -4.377 -2.285 -1.204 0.001
H -0.981 -1.137 -3.115 0.000
H -2.663 -1.801 -3.066 0.000
H -1.331 -2.813 -2.594 0.000
```

The value obtained for the HOMO-LUMO gap (alpha / beta) is 0.299 / 0.232 Eh. Its charge is 0. As for the spin multiplicity: 3. The calculation puts the total energy at -58019.32823 eV. Its highest occupied orbital energy (alpha / beta) is -0.2768 / -0.2788 Ha. For the lowest unoccupied orbital energy (alpha / beta), the calculation gives 0.0221 / -0.0472 Ha. The value obtained for the energy above the lowest of the compared OMol25 structures with the same formula, charge and spin is 10.3 kcal/mol.

***

6.
Computed, not measured: a cluster of 2 separate species, C3H10NO2 in total in a non-equilibrium geometry, with ωB97M-V/def2-TZVPD.

```
16
Properties=species:S:1:pos:R:3:lowdin_spin:R:1
C 1.385 -0.245 -0.783 0.003
N 0.313 0.395 -0.142 0.019
C -0.674 -0.479 0.334 0.028
C -1.798 -0.601 -0.752 0.112
O -2.060 0.439 -1.562 0.733
H 2.057 0.492 -1.309 0.000
H 0.961 -0.877 -1.603 0.001
H 2.023 -0.900 -0.115 0.000
H -0.178 0.919 -0.929 -0.001
H -1.207 0.039 1.211 0.008
H -0.331 -1.433 0.607 -0.001
H -2.693 -1.013 -0.082 0.022
H -1.490 -1.556 -1.294 0.077
H 2.237 1.440 2.546 0.000
H 1.683 0.480 1.667 0.000
O 2.219 0.510 2.500 0.000
```

The value obtained for the HOMO-LUMO gap (alpha / beta) is 0.370 / 0.253 Eh. Its charge is 0. As for the spin multiplicity: 2. The calculation puts the total energy at -8854.78736 eV. Its highest occupied orbital energy (alpha / beta) is -0.3384 / -0.3369 Ha. For the lowest unoccupied orbital energy (alpha / beta), the calculation gives 0.0313 / -0.0835 Ha. The value obtained for the energy above the lowest of the compared OMol25 structures with the same formula, charge and spin is 23.7 kcal/mol.

***

7.
Computed, not measured: a structure of composition C30H46LaO2P2 in a non-equilibrium geometry, with ωB97M-V/def2-TZVPD.

```
81
Properties=species:S:1:pos:R:3:lowdin_charge:R:1
La 0.665 -1.068 2.108 2.173
C -2.026 -1.413 3.319 -0.252
C -1.695 -2.558 2.574 -0.290
C -0.010 -2.183 4.131 -0.379
C -0.979 -1.144 4.237 -0.314
C -0.457 -3.067 3.060 -0.372
C -3.320 -0.695 3.263 -0.019
H -3.753 -0.702 2.256 0.072
H -3.224 0.353 3.568 0.081
H -4.070 -1.155 3.932 0.112
C -0.904 0.047 5.122 -0.013
H -1.849 0.602 5.079 0.085
H -0.095 0.735 4.837 0.065
H -0.742 -0.231 6.177 0.109
C 1.416 -1.946 4.476 -0.104
H 1.664 -2.445 5.419 0.125
H 1.627 -0.869 4.660 0.092
H 2.137 -2.361 3.733 0.074
C 0.446 -3.890 2.221 -0.085
H 0.599 -4.884 2.666 0.117
H 1.483 -3.465 2.124 0.054
H 0.006 -4.064 1.222 0.097
C -2.529 -3.142 1.491 -0.023
H -2.883 -4.156 1.733 0.106
H -1.988 -3.208 0.537 0.073
H -3.426 -2.535 1.323 0.073
C -1.355 2.051 -0.609 -0.103
C -2.460 1.287 -0.480 -0.106
C -2.858 0.002 -1.151 -0.177
C -1.869 -0.620 -2.197 -0.242
C -0.550 -1.145 -1.770 -0.143
C 0.613 -0.470 -1.627 -0.180
C 0.909 0.993 -1.522 -0.175
C -0.291 2.009 -1.636 -0.227
H -3.803 0.213 -1.684 0.117
H -1.714 0.164 -2.979 -0.013
H -3.121 -0.798 -0.427 0.090
H -0.775 1.892 -2.616 -0.008
H -1.138 2.794 0.158 0.102
H -3.187 1.592 0.276 0.097
H 0.166 3.008 -1.661 0.116
H 1.462 1.255 -0.591 0.100
H 1.528 -1.083 -1.563 0.097
H 1.641 1.203 -2.335 0.114
H -2.388 -1.467 -2.690 0.120
H -0.526 -2.240 -1.649 0.097
P -0.785 1.044 -4.585 0.794
C -0.934 2.858 -4.779 -0.270
C -2.075 0.491 -5.759 -0.260
P 1.491 -0.911 -5.106 0.837
C 0.733 0.736 -5.533 -0.588
C 0.872 -1.767 -6.652 -0.318
C 3.076 -0.460 -5.967 -0.332
H -0.067 3.361 -4.326 0.048
H -1.862 3.214 -4.309 0.055
H -0.960 3.042 -5.859 0.042
H -1.939 1.107 -6.655 0.040
H -3.064 0.684 -5.319 0.048
H -1.963 -0.576 -5.997 0.033
H 2.869 -0.147 -6.998 0.039
H 3.725 -1.342 -5.983 0.035
H 3.566 0.361 -5.434 0.032
H 1.450 1.547 -5.324 0.054
H 0.434 0.777 -6.596 0.053
H 1.425 -2.711 -6.742 0.036
H 1.097 -1.149 -7.530 0.036
H -0.204 -1.967 -6.610 0.019
O 3.679 0.883 1.939 0.058
C 2.658 1.300 2.481 -0.600
O 1.420 1.075 2.033 -0.348
C 2.685 1.966 3.822 -0.168
C 3.727 1.648 4.712 -0.023
C 3.670 2.078 6.045 -0.070
C 2.597 2.872 6.493 -0.068
C 1.573 3.209 5.587 -0.075
C 1.616 2.753 4.265 -0.051
H 4.553 1.024 4.362 0.122
H 4.469 1.786 6.742 0.111
H 2.562 3.208 7.546 0.114
H 0.727 3.813 5.942 0.111
H 0.800 2.999 3.578 0.119
```

The value obtained for the HOMO-LUMO gap is 0.252 Eh. Its charge is +1. The calculation puts the total energy at -55381.70458 eV. Its highest occupied orbital energy is -0.3617 Ha. For the lowest unoccupied orbital energy, the calculation gives -0.1101 Ha. The value obtained for the energy above the lowest of the compared OMol25 structures with the same formula, charge and spin is 0.0 kcal/mol.

***

8.
Computed, not measured: a cluster of 2 separate species, C3H12N2O in total in a non-equilibrium geometry, with ωB97M-V/def2-TZVPD.

```
18
Properties=species:S:1:pos:R:3:lowdin_charge:R:1
N 1.260 1.205 -0.116 -0.109
C 0.048 1.945 0.981 -0.409
O -1.195 1.549 0.930 -0.273
H 1.563 1.801 -0.951 0.054
H 2.111 1.202 0.472 0.032
H 0.731 1.718 1.859 0.081
H 0.143 3.042 0.695 0.086
C -0.023 -1.752 0.649 -0.096
C -0.669 -1.636 -0.719 -0.202
N -0.734 -0.162 -1.083 0.123
H 0.021 -2.824 0.920 0.083
H 1.027 -1.435 0.493 0.072
H -0.480 -1.110 1.407 0.080
H -0.050 -2.104 -1.495 0.119
H -1.657 -2.065 -0.704 0.107
H 0.203 0.273 -0.933 0.039
H -1.289 0.386 -0.394 0.093
H -1.011 -0.034 -2.010 0.119
```

The value obtained for the HOMO-LUMO gap is 0.309 Eh. Its charge is 0. The calculation puts the total energy at -8331.15910 eV. Its highest occupied orbital energy is -0.2842 Ha. For the lowest unoccupied orbital energy, the calculation gives 0.0244 Ha. The value obtained for the energy above the lowest of the compared OMol25 structures with the same formula, charge and spin is 49.9 kcal/mol.

***

Which value of charge does entry 3 give?
0